Below is a cluster of 4 separate species, C12H17Br6NO2 in total at a distorted geometry, with properties calculated with ωB97M-V/def2-TZVPD.

Structure (XYZ):
```
38
Properties=species:S:1:pos:R:3
Br -3.0050 0.2311 2.5812
C -2.6573 -1.3812 3.6643
C -1.7513 -2.4296 3.1378
Br -2.4457 -3.3755 1.5679
H -3.7169 -1.6741 3.8185
H -2.2561 -0.9353 4.5861
H -1.6959 -3.1682 3.9473
H -0.7687 -2.1040 2.8067
Br 0.0449 1.7972 4.9803
C 1.6669 2.9459 4.9591
C 2.9378 2.1686 4.8605
Br 4.4153 3.3678 4.5575
H 1.6075 3.4123 5.9328
H 1.5613 3.6727 4.1667
H 3.0183 1.4875 4.0055
H 3.1354 1.6071 5.7806
Br 1.8633 3.6574 1.2628
C 1.5926 1.9078 0.5518
C 0.2739 1.4007 1.0862
Br 0.1060 -0.5068 0.6495
H 2.3745 1.2248 0.8569
H 1.5708 1.8132 -0.5517
H -0.6114 1.8507 0.6917
H 0.2099 1.4339 2.2441
C -0.6482 -0.9355 -3.2947
C -0.5253 -2.3020 -3.7304
C -0.4310 -2.5526 -5.0756
C -0.4981 -1.4858 -6.0072
C -0.5866 -0.2114 -5.5818
C -0.7290 0.0874 -4.1977
N -0.4550 -1.7358 -7.4516
O -0.3882 -0.7905 -8.2075
O -0.2486 -2.8982 -7.7924
H -0.7162 -0.6562 -2.2301
H -0.5227 -3.1130 -3.0216
H -0.2593 -3.5324 -5.4937
H -0.5349 0.6182 -6.2943
H -0.9272 1.1036 -3.7655
```

The SMILES is O=[N+]([O-])c1ccccc1.BrCCBr.BrCCBr.BrCCBr. The calculation puts the energy above the lowest of the compared OMol25 structures with the same formula, charge and spin at 45.2 kJ/mol. As for the orbital gap: 9.577 eV. As for the HOMO energy: -0.3686 Ha.